Entry 1:
Computed, not measured: 7 unconnected molecules or ions with the total composition C56H114F9N4O6 in a non-equilibrium geometry, with the ωB97M-V functional and the def2-TZVPD basis.

## Properties
LUMO	-1.201	eV
total charge	+1
Kohn-Sham gap	7.693	eV
spin multiplicity	1
energy above the lowest of the compared OMol25 structures with the same formula, charge and spin	20.0	kcal per mole
highest occupied orbital energy	-8.894	eV
max |F|	4.0	eV/Å

XYZ file:
```
189
C56H114F9N4O6, DFT the ωB97M-V functional and the def2-TZVPD basis
C -11.845 0.896 12.954
C -13.266 1.417 13.256
C -14.278 0.474 14.069
C -15.479 1.336 14.359
N -16.592 0.672 15.061
C -17.710 1.671 15.177
C -18.461 1.713 13.888
C -18.189 0.253 13.308
C -17.241 -0.442 14.263
C -16.136 0.021 16.330
C -15.283 0.885 17.222
C -15.065 0.153 18.516
H -11.396 0.697 13.925
H -11.180 1.602 12.499
H -11.900 -0.044 12.444
H -13.761 1.741 12.311
H -13.266 2.355 13.748
H -13.913 0.082 15.078
H -14.423 -0.401 13.484
H -15.850 1.769 13.435
H -15.234 2.175 14.912
H -18.414 1.504 16.082
H -17.179 2.586 15.415
H -19.523 1.976 13.903
H -17.961 2.283 13.175
H -19.084 -0.288 13.430
H -17.853 0.221 12.283
H -17.823 -1.046 15.013
H -16.545 -1.025 13.714
H -15.574 -0.863 16.163
H -17.094 -0.260 16.849
H -15.841 1.842 17.393
H -14.335 1.223 16.827
H -15.996 -0.224 18.934
H -14.632 0.846 19.250
H -14.411 -0.712 18.322
C -21.394 -5.042 10.554
C -21.972 -6.072 9.598
C -23.350 -6.486 9.997
C -24.337 -5.306 9.635
N -25.813 -5.583 9.887
C -26.499 -4.265 10.007
C -27.792 -4.546 10.920
C -27.472 -5.879 11.567
C -26.088 -6.328 11.195
C -26.367 -6.398 8.817
C -25.808 -6.253 7.329
C -26.420 -7.329 6.487
H -22.025 -4.152 10.592
H -20.426 -4.661 10.140
H -21.212 -5.487 11.554
H -21.354 -6.967 9.432
H -22.053 -5.602 8.599
H -23.416 -6.640 11.084
H -23.591 -7.400 9.488
H -24.055 -5.007 8.605
H -24.085 -4.537 10.362
H -26.592 -3.833 9.075
H -25.941 -3.549 10.630
H -28.733 -4.550 10.336
H -27.833 -3.831 11.777
H -28.216 -6.609 11.241
H -27.525 -5.757 12.645
H -25.987 -7.438 11.032
H -25.335 -5.948 11.914
H -27.438 -6.252 8.892
H -26.168 -7.411 9.045
H -24.772 -6.416 7.310
H -26.046 -5.295 6.947
H -27.554 -7.227 6.433
H -26.108 -8.323 6.900
H -26.129 -7.232 5.463
C -30.372 -0.293 19.336
C -29.141 0.541 18.829
C -27.902 -0.271 18.346
C -27.303 0.534 17.191
N -26.194 -0.148 16.367
C -25.944 0.746 15.102
C -24.584 1.410 15.263
C -24.279 1.360 16.756
C -24.959 -0.022 17.131
C -26.647 -1.462 15.890
C -27.861 -1.517 14.944
C -28.593 -2.833 15.107
H -30.034 -1.042 20.101
H -30.880 -0.681 18.416
H -31.073 0.395 19.859
H -28.863 1.218 19.618
H -29.519 1.290 18.092
H -28.178 -1.290 18.133
H -27.152 -0.191 19.141
H -26.909 1.413 17.526
H -28.048 0.769 16.403
H -25.927 0.062 14.232
H -26.836 1.330 14.960
H -23.907 0.754 14.795
H -24.424 2.410 14.898
H -23.226 1.374 16.993
H -24.632 2.271 17.360
H -24.201 -0.772 16.826
H -25.217 -0.267 18.173
H -26.826 -2.067 16.735
H -25.791 -1.957 15.460
H -27.551 -1.323 13.912
H -28.613 -0.746 15.176
H -28.674 -3.164 16.145
H -28.110 -3.659 14.601
H -29.576 -2.843 14.637
C -24.608 -12.829 17.789
C -23.962 -12.162 16.611
C -23.722 -10.595 16.698
C -22.814 -10.293 15.606
N -22.848 -8.848 15.193
C -21.822 -8.727 14.138
C -21.457 -7.177 14.130
C -21.587 -6.784 15.632
C -22.505 -7.863 16.311
C -24.222 -8.435 14.633
C -24.995 -9.548 13.992
C -26.199 -8.976 13.277
H -24.865 -13.823 17.494
H -25.538 -12.338 18.060
H -23.842 -12.873 18.549
H -24.569 -12.113 15.647
H -22.990 -12.638 16.409
H -23.387 -10.208 17.663
H -24.671 -10.026 16.627
H -23.125 -10.748 14.639
H -21.772 -10.493 15.821
H -22.200 -9.084 13.167
H -20.940 -9.242 14.486
H -22.190 -6.569 13.573
H -20.464 -6.982 13.789
H -21.930 -5.779 15.775
H -20.640 -6.884 16.126
H -23.478 -7.527 16.765
H -21.893 -8.461 16.992
H -24.017 -7.608 13.922
H -24.751 -7.923 15.437
H -25.252 -10.405 14.619
H -24.424 -10.025 13.195
H -26.293 -9.434 12.339
H -26.124 -7.917 12.997
H -27.140 -9.097 13.855
C -19.823 -1.659 16.502
O -18.913 -2.841 16.048
O -19.334 -0.505 16.201
C -21.074 -2.013 15.813
F -20.909 -1.971 14.476
F -21.676 -3.113 16.245
F -21.937 -0.966 16.014
C -18.921 -4.027 16.754
C -17.763 -4.858 16.270
H -16.804 -4.427 16.561
H -17.660 -5.829 16.841
H -17.747 -5.071 15.209
H -19.809 -4.661 16.621
H -18.775 -3.853 17.857
H -19.955 -1.866 17.635
C -26.242 -7.688 18.051
O -26.220 -8.939 18.658
O -25.084 -7.470 17.474
C -27.375 -7.667 16.986
F -28.641 -7.868 17.481
F -27.489 -6.350 16.599
F -27.291 -8.503 15.985
C -27.313 -9.342 19.516
C -26.919 -10.670 20.310
H -27.553 -10.825 21.190
H -26.895 -11.607 19.711
H -25.866 -10.513 20.574
H -28.205 -9.511 18.816
H -27.472 -8.524 20.189
H -26.554 -6.876 18.817
C -24.226 -3.621 13.283
O -25.182 -3.709 14.407
O -24.288 -4.512 12.409
C -24.548 -2.098 12.784
F -23.950 -1.665 11.638
F -25.888 -1.903 12.498
F -24.129 -1.222 13.770
C -24.832 -4.845 15.293
C -25.001 -4.436 16.752
H -24.545 -3.468 16.888
H -26.090 -4.332 16.892
H -24.645 -5.182 17.414
H -23.829 -5.159 15.073
H -25.510 -5.694 15.099
H -23.178 -3.658 13.739
```

=====

Entry 2:
Computed, not measured: 7 unconnected molecules or ions with the total composition C56H118Cl2N6O6 in a non-equilibrium geometry, with the ωB97M-V functional and the def2-TZVPD basis.

## Properties
LUMO	0.446	eV
structure (SMILES)	CC1(C)CCCC(C)(C)N1O.CC1(C)CCCC(C)(C)N1O.CC1(C)CCCC(C)(C)N1O.CC1(C)CCCC(C)(C)N1O.CC1(C)CCCC(C)(C)N1O.CC1(C)CCCC(C)(C)N1O.ClCCCl
Kohn-Sham gap	8.727	eV
spin multiplicity	1
highest occupied orbital energy	-8.281	eV
max |F|	3.4	eV/Å

XYZ file:
```
188
C56H118Cl2N6O6, DFT the ωB97M-V functional and the def2-TZVPD basis
C 5.270 0.094 1.263
C 5.656 -1.324 1.019
C 5.790 -2.139 2.277
C 4.537 -2.033 0.197
C 4.503 -1.517 -1.252
C 5.828 -1.854 -1.960
C 7.021 -1.160 -1.224
C 8.334 -1.834 -1.622
C 7.046 0.365 -1.597
N 6.901 -1.478 0.200
O 7.949 -0.885 0.960
H 4.363 0.103 1.923
H 6.068 0.542 1.935
H 5.106 0.725 0.390
H 6.559 -1.612 2.871
H 4.792 -2.141 2.794
H 6.118 -3.154 2.016
H 4.803 -3.120 0.093
H 3.611 -1.881 0.756
H 3.718 -1.925 -1.872
H 4.395 -0.445 -1.252
H 5.866 -1.623 -3.060
H 5.984 -2.931 -1.951
H 8.253 -2.009 -2.749
H 8.411 -2.787 -1.083
H 9.237 -1.266 -1.492
H 7.591 1.078 -0.990
H 6.070 0.843 -1.672
H 7.586 0.454 -2.584
H 7.823 0.055 0.753
C -0.699 1.052 3.670
C 0.322 1.048 4.844
C 1.244 2.264 4.640
C -0.539 0.995 6.162
C 0.397 0.750 7.333
C 1.065 -0.619 7.121
C 1.910 -0.653 5.868
C 3.235 0.254 5.990
C 2.287 -2.095 5.632
N 1.064 -0.263 4.711
O 1.890 -0.245 3.553
H -1.180 1.995 3.572
H -0.162 0.814 2.754
H -1.561 0.339 3.754
H 1.714 2.340 3.651
H 0.590 3.139 4.714
H 2.022 2.338 5.423
H -1.077 1.921 6.271
H -1.255 0.190 6.020
H 1.151 1.548 7.378
H -0.106 0.807 8.314
H 0.378 -1.472 7.037
H 1.735 -0.873 7.989
H 3.642 0.581 5.039
H 3.992 -0.414 6.408
H 2.966 1.052 6.698
H 3.001 -2.467 6.390
H 2.814 -2.186 4.711
H 1.388 -2.734 5.697
H 1.405 -0.894 2.989
C -0.174 -1.095 -7.742
C 1.034 -1.095 -6.854
C 1.552 -2.547 -6.746
C 2.129 -0.231 -7.562
C 3.217 0.067 -6.523
C 2.629 0.819 -5.381
C 1.588 0.008 -4.614
C 2.162 -1.057 -3.730
C 0.801 1.068 -3.722
N 0.587 -0.347 -5.668
O -0.490 -1.021 -5.043
H -1.123 -1.311 -7.283
H -0.316 -0.083 -8.193
H -0.019 -1.827 -8.522
H 0.813 -3.204 -6.196
H 1.468 -3.152 -7.637
H 2.460 -2.690 -6.116
H 2.582 -0.842 -8.353
H 1.618 0.672 -7.917
H 3.561 -0.888 -6.060
H 4.188 0.469 -6.882
H 2.128 1.739 -5.606
H 3.376 1.018 -4.590
H 2.758 -0.528 -2.949
H 2.848 -1.797 -4.241
H 1.520 -1.661 -3.079
H 0.489 1.853 -4.393
H 1.411 1.699 -3.043
H -0.074 0.730 -3.228
H -0.242 -1.938 -4.852
C -5.494 2.879 1.275
C -4.694 3.966 1.979
C -4.965 3.897 3.412
C -3.198 3.797 1.546
C -2.399 5.014 1.908
C -2.978 6.173 1.138
C -4.428 6.500 1.413
C -4.599 7.249 2.775
C -4.893 7.421 0.347
N -5.147 5.187 1.279
O -6.555 5.444 1.538
H -6.534 2.767 1.511
H -5.562 2.891 0.150
H -5.047 1.906 1.670
H -4.650 3.022 3.967
H -4.379 4.600 3.996
H -6.032 3.980 3.597
H -2.807 2.909 2.054
H -3.347 3.657 0.418
H -2.493 5.161 3.044
H -1.383 4.818 1.658
H -2.912 5.797 0.074
H -2.378 7.072 1.254
H -5.609 7.345 3.209
H -4.283 8.262 2.565
H -3.828 6.965 3.532
H -4.968 6.911 -0.602
H -4.119 8.226 0.312
H -5.893 7.816 0.604
H -6.607 5.425 2.490
C -0.552 -3.882 0.486
C -0.804 -4.168 1.990
C -1.645 -2.975 2.578
C -1.574 -5.476 2.179
C -0.717 -6.783 1.955
C 0.469 -6.619 2.877
C 1.310 -5.429 2.619
C 2.285 -5.395 3.787
C 2.102 -5.387 1.334
N 0.382 -4.265 2.800
O 0.991 -2.979 2.834
H 0.312 -3.279 0.395
H -0.474 -4.850 -0.053
H -1.324 -3.273 0.052
H -2.684 -3.207 2.337
H -1.582 -3.019 3.657
H -1.166 -2.059 2.128
H -1.844 -5.477 3.246
H -2.485 -5.471 1.585
H -1.349 -7.641 2.259
H -0.399 -6.900 0.930
H 1.139 -7.485 2.662
H 0.187 -6.526 3.892
H 3.010 -4.634 3.699
H 2.783 -6.412 3.804
H 1.796 -5.342 4.722
H 2.919 -4.680 1.274
H 1.448 -5.470 0.473
H 2.606 -6.323 1.269
H 0.974 -2.776 3.801
C -5.965 -0.619 -4.755
C -6.068 0.750 -4.143
C -6.957 1.550 -5.004
C -6.638 0.722 -2.701
C -5.572 0.062 -1.719
C -4.332 0.973 -1.727
C -3.696 1.069 -3.140
C -2.668 2.227 -3.060
C -2.976 -0.201 -3.578
N -4.791 1.535 -4.074
O -4.220 1.572 -5.394
H -5.482 -0.660 -5.740
H -5.435 -1.365 -4.139
H -7.000 -0.954 -4.909
H -6.992 2.569 -4.678
H -6.603 1.621 -6.072
H -7.953 1.118 -5.059
H -6.811 1.740 -2.373
H -7.421 0.011 -2.687
H -6.048 -0.049 -0.721
H -5.386 -0.969 -2.085
H -3.618 0.675 -0.990
H -4.771 1.941 -1.532
H -2.045 2.205 -3.961
H -1.946 2.044 -2.232
H -3.179 3.202 -2.912
H -3.464 -1.147 -3.359
H -1.960 -0.230 -3.067
H -2.823 -0.379 -4.607
H -3.823 2.486 -5.548
Cl 2.691 2.795 -0.626
C 1.980 1.285 0.059
C 0.457 1.531 -0.072
Cl -0.474 0.004 -0.018
H 2.289 1.113 1.119
H 2.166 0.453 -0.609
H 0.183 1.928 -1.065
H 0.114 2.037 0.795
```